Entry 1:
A molecular structure, C42H47BN14O2Ti in a non-equilibrium geometry, computed with the ωB97M-V functional and the def2-TZVPD basis.

XYZ file:
```
107
Properties=species:S:1:pos:R:3:forces:R:3
Ti 0.778 -0.582 -1.173 0.309 -0.659 -0.650
C 2.080 1.471 2.359 -0.083 0.031 0.073
C 1.384 1.440 1.153 0.231 0.079 0.000
N 1.662 0.320 0.480 0.508 0.579 0.981
N 2.528 -0.385 1.248 -0.074 -0.116 -0.178
C 2.789 0.283 2.377 0.024 0.100 0.143
B 3.186 -1.718 0.768 -0.092 -0.009 -0.062
N 2.097 -2.770 0.427 0.013 0.125 0.309
C 2.119 -4.088 0.669 -0.027 -0.045 0.006
C 0.960 -4.640 0.163 -0.073 -0.086 -0.015
C 0.273 -3.564 -0.396 0.035 -0.061 0.145
N 0.966 -2.434 -0.245 0.436 -1.060 0.134
N 3.891 -1.407 -0.565 -0.040 0.108 0.066
C 5.095 -1.672 -1.099 0.056 -0.055 -0.058
C 5.071 -1.292 -2.425 -0.008 -0.007 -0.084
C 3.773 -0.816 -2.627 0.035 0.041 -0.010
N 3.066 -0.886 -1.502 0.295 -0.132 -0.101
N 4.092 -2.215 1.874 -0.100 -0.014 -0.136
C 5.414 -1.994 2.110 -0.067 0.078 -0.093
C 5.693 -2.422 3.379 -0.050 -0.110 0.183
C 4.452 -2.889 3.866 -0.040 0.013 0.081
N 3.488 -2.750 2.972 0.367 0.030 -0.032
H 2.060 2.239 3.117 0.019 -0.093 -0.101
H 0.712 2.177 0.742 -0.016 -0.074 -0.011
H 3.464 -0.113 3.122 -0.077 -0.013 -0.104
H 2.941 -4.544 1.197 -0.079 0.082 -0.010
H 0.652 -5.673 0.202 0.030 0.122 0.001
H -0.697 -3.556 -0.860 0.006 0.055 -0.057
H 5.885 -2.131 -0.526 -0.121 0.027 -0.083
H 5.869 -1.369 -3.147 -0.093 0.014 0.105
H 3.324 -0.450 -3.539 -0.025 -0.043 0.096
H 6.060 -1.537 1.376 -0.120 -0.027 0.148
H 6.646 -2.415 3.883 -0.091 0.008 -0.055
H 4.227 -3.316 4.834 0.030 0.043 -0.113
C -3.630 -0.350 5.612 -0.075 -0.015 0.072
C -2.129 -0.033 5.608 0.038 -0.023 -0.012
C -1.911 1.455 5.921 0.055 -0.012 -0.031
C -1.439 -0.863 6.694 -0.003 0.017 0.023
C -1.571 -0.361 4.222 0.177 -0.268 -0.010
C -0.750 -1.478 3.978 0.086 -0.006 -0.141
C -0.207 -1.690 2.655 0.026 -0.122 0.462
N -0.456 -0.953 1.635 0.005 -0.149 -0.162
C -1.336 0.102 1.791 -0.061 0.075 0.595
C -1.869 0.420 3.143 0.029 -0.043 -0.594
C -1.618 0.821 0.668 -0.289 0.351 -0.369
C -2.683 1.813 0.710 0.232 -0.205 -0.022
C -3.059 2.548 -0.369 0.063 0.052 -0.241
C -2.357 2.263 -1.561 -0.184 0.104 0.016
C -1.369 1.282 -1.581 -0.125 -0.064 0.222
N -0.923 0.572 -0.556 -1.136 1.183 0.415
C -4.164 3.592 -0.348 0.020 0.057 -0.020
C -5.235 3.219 -1.384 -0.017 -0.035 0.004
C -4.824 3.696 1.027 -0.005 -0.035 0.011
C -3.551 4.957 -0.707 0.016 -0.040 0.000
H -4.061 -0.124 6.592 0.046 -0.010 -0.087
H -3.803 -1.408 5.402 -0.008 0.057 -0.004
H -4.163 0.238 4.861 0.031 -0.034 0.042
H -2.198 1.664 6.954 -0.019 -0.016 -0.055
H -2.508 2.103 5.276 0.051 -0.031 0.028
H -0.858 1.722 5.800 -0.063 0.017 0.027
H -1.796 -0.543 7.674 0.004 -0.027 -0.032
H -0.354 -0.726 6.672 -0.064 -0.022 0.021
H -1.662 -1.928 6.596 0.038 0.058 -0.002
H -0.478 -2.166 4.767 0.021 0.042 -0.104
H 0.494 -2.508 2.501 -0.044 -0.031 0.081
H -2.492 1.287 3.286 -0.012 0.062 -0.095
H -3.242 1.920 1.621 0.080 -0.023 0.166
H -2.595 2.772 -2.487 0.060 -0.067 0.031
H -0.930 1.067 -2.536 0.116 -0.002 -0.152
H -5.660 2.237 -1.164 0.016 0.054 -0.025
H -4.831 3.197 -2.398 -0.025 -0.003 0.054
H -6.042 3.956 -1.362 0.045 -0.034 -0.010
H -5.290 2.750 1.320 0.029 0.083 -0.007
H -5.607 4.456 0.996 0.035 -0.033 0.010
H -4.105 3.992 1.797 -0.056 -0.018 -0.034
H -3.100 4.947 -1.703 -0.036 0.006 0.067
H -2.778 5.235 0.015 -0.049 0.003 -0.044
H -4.325 5.729 -0.696 0.045 -0.050 -0.010
N 2.940 2.697 -2.990 0.075 0.168 -0.252
C 2.402 2.000 -1.979 -0.012 0.039 0.056
N 1.427 1.213 -2.364 -0.056 -0.135 -0.607
C 1.321 1.412 -3.753 -0.065 0.063 0.151
C 0.451 0.871 -4.701 -0.077 -0.056 0.021
C 0.595 1.271 -6.014 -0.002 0.001 -0.017
C 1.580 2.194 -6.401 -0.019 -0.021 -0.012
C 2.434 2.753 -5.475 0.042 0.082 0.004
C 2.274 2.346 -4.156 0.092 -0.011 0.152
H 3.695 3.354 -2.908 0.051 0.038 0.037
H 2.762 2.091 -0.967 0.000 -0.081 0.003
H -0.329 0.172 -4.428 0.047 -0.005 -0.006
H -0.071 0.865 -6.766 0.030 0.021 0.027
H 1.662 2.477 -7.443 -0.007 -0.009 0.047
H 3.186 3.480 -5.759 -0.035 -0.046 -0.006
C 0.317 -3.149 -5.284 -0.048 0.023 0.057
N -0.616 -2.623 -4.289 -0.005 -0.057 -0.119
C -1.988 -2.723 -4.416 0.063 -0.039 -0.065
C -2.825 -2.261 -3.478 0.033 0.039 0.025
C -2.289 -1.659 -2.254 0.062 -0.054 0.108
O -2.987 -1.332 -1.309 0.108 0.061 -0.110
N -0.902 -1.494 -2.240 -0.371 -0.042 -0.135
C -0.118 -1.976 -3.197 -0.014 -0.138 -0.164
O 1.123 -1.785 -3.063 -0.167 0.432 0.141
H -0.248 -3.479 -6.150 -0.047 -0.007 -0.023
H 0.881 -3.988 -4.880 -0.019 0.001 0.033
H 1.022 -2.375 -5.581 -0.024 0.035 0.008
H -2.339 -3.195 -5.325 0.062 -0.010 0.028
H -3.897 -2.339 -3.588 0.091 -0.029 0.018
```
Forces are in eV/Å.

Results
Max |F|, eV/A: 1.69
Total charge: +1
HOMO-LUMO gap (alpha / beta), eV: 6.2 / 5.9
Spin multiplicity: 4
Highest occupied orbital energy (alpha / beta), eV: -8.17 / -11.06

Löwdin population analysis, charges in e, atoms 1 to 8: 1.064 -0.018 -0.146 -0.073 0.049 -0.036 -0.649 0.031

Entry 2:
A molecular structure, C42H47Cl2F3HgN3P, computed with the ωB97M-V functional and the def2-TZVPD basis.

XYZ file:
```
99
Properties=species:S:1:pos:R:3:forces:R:3
Hg -0.226 -0.163 -0.163 -0.293 -0.359 0.242
Cl -0.265 2.772 1.946 0.078 0.085 0.013
C 1.287 3.332 2.614 -0.011 0.016 0.040
Cl 2.590 3.335 1.435 0.008 -0.006 0.021
H 1.552 2.661 3.424 0.017 -0.029 -0.041
H 1.137 4.348 2.959 -0.011 -0.012 0.034
C -4.400 -2.927 -0.529 0.015 0.005 -0.037
C -2.930 -3.123 -0.171 0.100 0.138 -0.287
C -2.124 -3.525 -1.412 0.039 -0.056 0.047
P -2.120 -1.685 0.710 0.209 0.072 0.569
C -3.450 -0.681 1.531 -0.016 -0.005 -0.073
C -4.059 0.324 0.553 -0.006 -0.002 0.009
C -2.848 0.058 2.725 0.030 0.008 -0.005
C -1.298 -2.530 2.088 -0.042 -0.106 -0.151
C -1.976 -3.526 2.797 -0.031 0.011 0.013
C -1.405 -4.259 3.820 -0.015 0.010 0.000
C -2.155 -5.349 4.538 0.022 0.014 -0.016
C -0.069 -3.965 4.124 0.011 0.050 -0.023
C 0.626 -2.974 3.476 0.000 -0.180 0.085
C 0.035 -2.179 2.451 0.166 0.385 -0.025
N 0.671 -1.149 1.869 0.017 -0.167 -0.095
C 1.906 -0.704 2.367 -0.306 -0.111 -0.081
C 1.987 -0.058 3.611 -0.030 0.032 0.089
C 0.757 0.097 4.462 0.038 0.017 0.046
C 3.209 0.440 4.047 0.038 0.028 -0.006
C 4.363 0.326 3.283 0.007 -0.011 -0.001
C 5.666 0.917 3.752 -0.018 0.014 -0.015
C 4.267 -0.322 2.059 -0.033 0.033 -0.004
C 3.064 -0.838 1.591 0.090 0.018 -0.109
C 2.999 -1.536 0.262 -0.006 -0.007 -0.025
H -4.764 -3.825 -1.035 -0.004 -0.007 0.014
H -4.532 -2.095 -1.221 0.001 -0.015 -0.032
H -5.032 -2.757 0.344 0.008 0.021 0.003
H -2.843 -3.944 0.539 -0.078 0.066 0.062
H -2.353 -2.887 -2.264 0.017 0.019 0.002
H -2.363 -4.558 -1.680 -0.018 0.017 0.003
H -1.049 -3.453 -1.247 0.004 -0.040 0.018
H -4.225 -1.365 1.891 0.012 -0.019 0.002
H -3.285 0.987 0.155 0.001 0.002 0.008
H -4.801 0.942 1.066 0.005 -0.004 -0.006
H -4.548 -0.150 -0.296 -0.001 -0.009 -0.017
H -2.026 0.703 2.402 -0.001 -0.020 0.006
H -2.455 -0.628 3.475 -0.008 -0.008 -0.004
H -3.606 0.693 3.189 -0.007 0.000 -0.009
H -3.013 -3.732 2.544 0.007 -0.029 0.000
H -3.228 -5.269 4.354 -0.008 -0.004 0.005
H -1.998 -5.301 5.618 -0.012 0.001 0.007
H -1.839 -6.343 4.208 -0.005 -0.013 0.013
H 0.434 -4.532 4.903 0.003 -0.006 0.007
H 1.654 -2.772 3.754 -0.007 0.000 -0.028
H -0.080 0.465 3.867 -0.021 0.031 -0.033
H 0.942 0.788 5.288 -0.001 0.014 -0.008
H 0.440 -0.859 4.888 0.007 0.034 0.000
H 3.257 0.942 5.011 0.001 -0.011 0.014
H 5.756 0.865 4.838 0.008 0.001 0.006
H 5.747 1.969 3.465 0.004 0.006 -0.005
H 6.516 0.392 3.315 0.006 0.000 0.003
H 5.156 -0.429 1.443 0.006 -0.010 0.002
H 4.002 -1.741 -0.115 0.017 -0.020 0.002
H 2.483 -0.917 -0.479 0.041 0.018 0.053
H 2.450 -2.476 0.338 0.008 -0.018 0.004
N 1.259 1.204 -0.704 0.106 0.218 0.127
C 1.176 1.993 -1.682 0.141 -0.049 0.109
C -0.017 2.287 -2.534 -0.061 0.259 0.058
C -1.095 2.884 -2.016 0.002 -0.024 -0.041
C -2.205 3.356 -2.850 -0.005 0.003 -0.015
C -2.234 3.138 -4.165 -0.002 -0.049 0.054
C -1.193 2.291 -4.805 -0.007 -0.104 -0.100
C 0.106 2.033 -4.005 0.036 0.057 -0.093
C 2.418 2.782 -2.036 -0.077 -0.045 -0.040
C 3.670 2.217 -1.813 0.034 0.000 0.015
C 4.825 2.939 -2.069 -0.010 0.000 0.016
C 4.743 4.243 -2.545 -0.007 0.010 0.010
C 3.499 4.814 -2.769 0.010 0.002 -0.004
C 2.343 4.084 -2.523 -0.017 -0.013 -0.036
H -1.124 3.084 -0.951 0.004 0.004 0.050
H -2.990 3.934 -2.373 0.003 -0.002 0.001
H -3.046 3.518 -4.775 0.009 0.029 0.002
H -0.964 2.639 -5.814 -0.015 0.002 0.008
H 0.996 2.541 -4.386 0.007 -0.014 0.024
H 3.712 1.209 -1.419 -0.003 0.002 0.018
H 5.794 2.487 -1.893 0.001 -0.003 0.000
H 5.646 4.811 -2.737 0.001 -0.003 -0.008
H 3.426 5.830 -3.137 0.000 0.003 0.006
H 1.370 4.529 -2.697 0.003 -0.003 -0.001
F -1.900 -1.110 -6.296 0.007 -0.006 0.016
C -1.829 0.228 -6.201 0.032 0.009 -0.038
F -0.963 0.622 -7.173 0.001 0.017 0.017
F -3.040 0.715 -6.577 -0.012 -0.022 0.016
C -1.440 0.722 -4.831 -0.039 0.024 0.017
C -2.363 0.215 -3.778 0.049 -0.158 0.041
C -1.885 -0.416 -2.670 -0.186 0.039 -0.241
N -0.608 -0.824 -2.439 -0.105 -0.073 -0.242
C 0.296 -0.528 -3.386 0.122 -0.110 -0.246
C 0.049 0.506 -4.419 -0.031 -0.004 0.080
H -3.420 0.428 -3.872 0.010 0.061 0.080
H -2.591 -0.666 -1.881 -0.052 0.026 -0.015
H 1.297 -0.930 -3.271 0.006 0.043 0.046
H 0.693 0.360 -5.288 -0.008 -0.007 0.002
```
Forces are in eV/Å.

Results
Max |F|, eV/A: 0.61
Total charge: -1
Relative energy (zero: lowest compared OMol25 entry of this formula, charge and spin), eV: 2.312
HOMO-LUMO gap (alpha / beta), eV: 4.8 / 6.7
Spin multiplicity: 2
Highest occupied orbital energy (alpha / beta), eV: -2.29 / -4.22

Löwdin population analysis, charges in e, atoms 1 to 8: 1.020 0.532 -0.983 0.582 -0.001 0.017 -0.115 -0.518